# 1
A 2-piece molecular cluster, C9H18Si overall in a non-equilibrium geometry. Source: the Open Molecules 2025 dataset; level of theory: ωB97M-V/def2-TZVPD.

Its molar mass is 154.329 g mol⁻¹. The gap between HOMO and LUMO is 8.5 eV.

```
28
Properties=species:S:1:pos:R:3:mulliken_charge:R:1
C 2.872 -0.532 1.046 -0.824
C -1.340 -1.393 1.830 -1.111
C 2.318 0.333 0.214 0.303
C -0.824 -1.451 0.637 0.905
C 2.751 1.356 -0.728 -0.895
C -0.907 -2.768 0.011 -1.138
C -2.503 1.861 0.304 -1.281
C -0.056 -0.246 -2.254 -1.221
C -0.939 1.798 0.280 -0.326
Si -0.207 0.081 -0.265 0.163
H 2.391 -1.195 1.753 0.280
H 3.992 -0.471 1.185 0.243
H -1.190 -0.498 2.435 0.260
H -1.760 -2.207 2.415 0.280
H 3.841 1.686 -0.556 0.355
H 2.033 2.207 -0.583 0.186
H 2.584 0.915 -1.781 0.155
H -1.439 -2.701 -0.980 0.253
H -1.561 -3.428 0.730 0.341
H 0.056 -3.144 -0.237 0.287
H -3.086 1.697 -0.518 0.416
H -2.952 1.194 1.126 0.242
H -2.934 2.784 0.666 0.405
H 0.590 -1.020 -2.488 0.383
H -1.078 -0.170 -2.646 0.380
H 0.443 0.686 -2.584 0.330
H -0.526 1.901 1.303 0.308
H -0.569 2.723 -0.313 0.320
```

---

# 2
C36H29F5N6O2SSeTi as an isolated structure in a non-equilibrium geometry. Source: the Open Molecules 2025 dataset; level of theory: ωB97M-V/def2-TZVPD.

Its molar mass is 831.552 g mol⁻¹. The gap between HOMO and LUMO (spin up / spin down) is 5.7 / 6.1 eV. Its spin multiplicity is 3.

```
81
Properties=species:S:1:pos:R:3:mulliken_charge:R:1
Ti -0.861 -0.203 -0.280 -0.356
C -0.544 0.589 2.878 -1.763
N -1.427 -0.232 1.938 1.109
C -2.808 0.413 1.931 -1.230
C -3.724 0.055 0.815 0.372
C -5.127 0.379 0.965 -1.187
C -5.981 0.014 -0.058 -0.421
C -5.438 -0.566 -1.221 -0.874
C -4.067 -0.716 -1.319 -0.569
N -3.183 -0.467 -0.331 0.726
C -1.553 -1.672 2.451 -1.595
C -1.593 -2.694 1.412 0.735
C -1.995 -4.000 1.712 -0.910
C -1.928 -4.953 0.706 -0.496
C -1.433 -4.579 -0.548 -1.002
C -0.998 -3.274 -0.718 -0.469
N -1.062 -2.308 0.190 1.254
C 0.187 1.672 2.174 0.546
C 1.020 2.608 2.834 -1.034
C 1.818 3.487 2.093 -0.816
C 1.666 3.445 0.705 -1.138
C 0.740 2.576 0.128 -0.697
N 0.031 1.638 0.815 1.660
H 0.201 -0.012 3.414 0.608
H -1.210 1.064 3.615 0.653
H -2.776 1.516 1.969 0.612
H -3.342 0.163 2.880 0.536
H -5.427 0.754 1.949 0.461
H -7.079 0.114 0.034 0.395
H -6.096 -0.870 -2.015 0.434
H -3.654 -1.080 -2.246 0.500
H -2.429 -1.787 3.113 0.440
H -0.669 -1.874 3.126 0.535
H -2.311 -4.217 2.746 0.461
H -2.311 -5.988 0.878 0.359
H -1.320 -5.323 -1.338 0.461
H -0.630 -2.935 -1.711 0.373
H 1.013 2.599 3.935 0.465
H 2.477 4.199 2.568 0.494
H 2.263 4.052 0.039 0.605
H 0.555 2.601 -0.943 0.569
C 5.716 -5.532 -1.276 -1.429
C 4.979 -4.341 -0.748 1.013
C 3.651 -4.503 -0.288 -0.773
C 2.909 -3.400 0.146 -0.356
C 3.488 -2.127 0.078 -0.202
C 4.806 -1.955 -0.316 -0.354
C 5.544 -3.070 -0.713 -0.823
S 2.492 -0.742 0.527 1.414
O 3.182 0.465 0.188 -0.686
O 1.920 -1.080 1.801 -0.756
N 1.178 -0.724 -0.554 0.434
C 1.279 -0.135 -1.785 0.414
C 2.453 0.109 -2.589 -1.157
C 2.227 0.594 -3.864 -0.497
C 0.935 0.950 -4.292 -0.984
C -0.147 0.746 -3.435 -0.270
N 0.021 0.253 -2.192 0.719
H 5.863 -6.269 -0.463 0.312
H 6.651 -5.211 -1.687 0.381
H 5.183 -6.040 -2.129 0.316
H 3.246 -5.516 -0.260 0.387
H 1.886 -3.498 0.563 0.291
H 5.229 -0.952 -0.212 0.493
H 6.617 -2.905 -0.949 0.264
H 3.456 -0.083 -2.173 0.323
H 3.036 0.734 -4.531 0.490
H 0.751 1.349 -5.277 0.420
H -1.150 1.004 -3.728 0.450
F -0.528 8.096 0.905 -0.333
C -0.970 6.938 0.376 0.649
C -0.523 6.517 -0.890 -0.198
F 0.327 7.286 -1.600 -0.309
C -0.891 5.248 -1.315 0.485
F -0.232 4.682 -2.360 -0.318
C -1.782 4.422 -0.599 -0.230
Se -2.508 2.795 -1.210 -0.164
C -2.238 4.920 0.630 0.438
F -3.018 4.119 1.404 -0.336
C -1.825 6.151 1.147 -0.005
F -2.209 6.517 2.389 -0.317
```

---

# 3
A single C16H22N2O molecule. Source: the Open Molecules 2025 dataset; level of theory: ωB97M-V/def2-TZVPD.

Its molar mass is 258.365 g mol⁻¹. The gap between HOMO and LUMO is 8.8 eV. The SMILES is CCN(CC)C(=O)CCCc1c[nH]c2ccccc12.

```
41
Properties=species:S:1:pos:R:3:mulliken_charge:R:1
C -1.734 -0.666 0.956 -1.078
C -0.316 -0.479 1.497 -0.191
N -0.150 0.750 2.241 0.239
C -0.894 0.865 3.488 -0.876
C -2.096 1.798 3.370 -1.099
C 0.686 1.775 1.940 0.519
O 0.773 2.745 2.674 -0.677
C 1.508 1.688 0.667 -0.820
C 0.666 2.005 -0.572 0.097
C 1.391 1.602 -1.864 -1.298
C 1.548 0.120 -1.944 0.503
C 2.680 -0.608 -1.726 -0.727
N 2.409 -1.949 -1.818 0.021
C 1.084 -2.113 -2.099 -0.582
C 0.334 -3.269 -2.279 -0.934
C -1.008 -3.122 -2.555 -0.441
C -1.594 -1.858 -2.657 -0.843
C -0.857 -0.709 -2.480 -0.130
C 0.502 -0.825 -2.188 1.287
H -2.450 -0.796 1.763 0.411
H -2.031 0.194 0.362 0.251
H -1.763 -1.548 0.320 0.315
H -0.073 -1.322 2.158 0.331
H 0.378 -0.501 0.660 -0.205
H -0.215 1.270 4.245 0.450
H -1.209 -0.135 3.792 0.400
H -2.611 1.855 4.325 0.376
H -1.751 2.792 3.100 0.314
H -2.794 1.450 2.614 0.275
H 2.305 2.429 0.759 0.418
H 1.972 0.706 0.569 0.362
H 0.448 3.074 -0.590 0.435
H -0.284 1.473 -0.523 -0.120
H 2.373 2.079 -1.896 0.405
H 0.811 1.954 -2.720 0.402
H 3.676 -0.266 -1.515 0.447
H 3.082 -2.689 -1.718 0.172
H 0.790 -4.246 -2.207 0.394
H -1.621 -4.000 -2.700 0.397
H -2.649 -1.788 -2.882 0.394
H -1.319 0.263 -2.569 0.407
```

---

# 4
A 2-piece molecular cluster, C3H10OSi2 overall in a non-equilibrium geometry. Source: the Open Molecules 2025 dataset; level of theory: ωB97M-V/def2-TZVPD.

Its molar mass is 118.284 g mol⁻¹. The gap between HOMO and LUMO (spin up / spin down) is 7.1 / 7.1 eV. The SMILES is C/C=[SiH]/C.O=[SiH2].

```
16
Properties=species:S:1:pos:R:3:mulliken_charge:R:1
C -0.586 -0.333 -2.147 -1.050
C 0.764 -0.395 -1.502 -0.171
Si 0.928 -0.520 0.336 0.230
C 2.489 -0.037 1.294 -0.903
H -1.338 -0.730 -1.455 0.280
H -0.684 -0.893 -3.102 0.299
H -0.894 0.648 -2.273 0.326
H 1.614 -0.479 -2.251 0.300
H -0.297 -0.694 1.117 -0.102
H 2.151 0.715 2.066 0.258
H 3.043 -0.921 1.835 0.290
H 3.290 0.311 0.570 0.289
O -2.839 -0.464 2.155 -0.427
Si -2.621 0.836 1.374 0.553
H -3.210 2.062 1.898 -0.083
H -1.810 0.895 0.086 -0.087
```

---

The records above give, respectively, total energy values of -643.06505 -6016.69542 -807.67081 -774.40135 Eh.
The records above give, respectively, energy relative to the best compared isomer or geometry (same formula, charge and spin) values of 290.9 0.0 50.2 322.2 kJ/mol.